The following is a DFT calculation (ωB97M-V/def2-TZVPD) of C3H3BrO as an isolated structure at a distorted geometry.

## Properties
Energy above the lowest of the compared OMol25 structures with the same formula, charge and spin (kcal per mole): 27.90
Orbital gap (alpha / beta) (eV): 7.54 / 6.10
Spin multiplicity: 3
E_tot (eV): -75243.6420
M (Da): 134.96
E_LUMO (alpha / beta) (eV): 0.8 / -3.3
Expectation value of S²: 2.0101

Structure (XYZ):
```
8
Properties=species:S:1:pos:R:3:mulliken_charge:R:1
C -0.46 -0.02 -0.69 -0.300
C -0.85 -0.81 0.31 -0.128
C 0.82 0.12 0.05 -0.150
O 0.35 -0.71 1.05 -0.272
Br 0.86 2.39 0.53 -0.321
H -0.88 0.46 -1.55 0.355
H -1.67 -1.42 0.60 0.427
H 1.83 -0.02 -0.30 0.389
```